Entry 1:
79
Properties=species:S:1:pos:R:3 method="wB97M-V/def2-TZVPD" total_charge=-1 orbital_gap_ha=0.2002 e_homo_ev=-3.671
C -1.1549 -3.1059 2.8437
C -0.6852 -2.3915 1.8076
In -0.0894 -3.4401 -0.0813
C 1.7308 -2.3858 -0.8769
C 2.5892 -1.9730 0.3385
C 2.4917 -0.4975 0.7516
N 3.8248 0.1732 0.7584
C 3.9115 1.4376 0.0269
C 3.5707 1.3246 -1.4309
C 3.6923 0.1228 -2.1261
C 3.3609 0.0239 -3.4765
C 2.8976 1.1438 -4.1598
C 2.7923 2.3575 -3.4886
C 3.1269 2.4493 -2.1420
O 2.9933 3.6728 -1.4991
C -1.8061 -3.1570 -1.4847
O -1.7446 -1.7984 -2.0129
C -2.9595 -1.1907 -2.0651
O -3.4563 -0.9870 -0.7463
C -4.5551 -0.1239 -0.6857
C -4.7749 0.2538 0.7667
O -4.0027 1.3770 1.1610
H -1.9471 -2.7235 3.4861
H -0.7176 -4.0779 3.0469
H -0.6336 -1.3029 1.8605
H 0.3394 -5.1477 0.1929
H 2.2809 -3.0888 -1.5023
H 1.4114 -1.5330 -1.4741
H 2.3231 -2.5896 1.1980
H 3.6452 -2.1540 0.1305
H 2.1448 -0.4830 1.7833
H 1.7479 0.0530 0.1742
H 3.9817 0.4196 1.7264
H 3.3465 2.2497 0.4898
H 4.9632 1.7474 0.0752
H 4.0437 -0.7470 -1.5921
H 3.4525 -0.9338 -3.9668
H 2.6241 1.0627 -5.2014
H 2.4293 3.2432 -3.9909
H 3.8235 4.1521 -1.5560
H -2.7683 -3.3180 -0.9971
H -1.7600 -3.8506 -2.3309
H -3.6949 -1.7816 -2.6377
H -2.8233 -0.2146 -2.5491
H -4.3295 0.7993 -1.2390
H -5.4624 -0.5560 -1.1249
H -4.5183 -0.6055 1.3873
H -5.8187 0.5251 0.9112
H -3.1435 1.3245 0.7313
C -1.3176 2.9515 2.5324
C 0.0118 2.4186 2.7892
N 1.0640 2.0075 2.9933
H -1.4080 3.9649 2.9196
H -1.5427 2.9907 1.4700
H -2.0819 2.3403 3.0119
C -1.9196 2.8406 -2.4902
C -1.7863 3.7167 -1.3374
N -1.6810 4.4097 -0.4276
H -1.8393 3.3994 -3.4278
H -1.1427 2.0770 -2.4909
H -2.8877 2.3399 -2.4768
C 1.4555 -0.9456 5.2838
C 2.6218 -1.2498 4.4752
N 3.5559 -1.4886 3.8532
H 0.8687 -1.8365 5.5007
H 1.7609 -0.4984 6.2298
H 0.8066 -0.2361 4.7717
C -2.8266 5.0310 -6.9782
C -2.1370 4.0370 -6.1713
N -1.5930 3.2562 -5.5302
H -3.7648 5.3205 -6.5081
H -2.2111 5.9212 -7.0938
H -3.0459 4.6333 -7.9675
C 1.0221 -5.5753 6.3366
C 0.1246 -4.4339 6.2609
N -0.5725 -3.5250 6.2003
H 0.4925 -6.4935 6.0895
H 1.8446 -5.4558 5.6329
H 1.4352 -5.6724 7.3392

=====

Entry 2:
34
Properties=species:S:1:pos:R:3 method="wB97M-V/def2-TZVPD" total_charge=+2 s_squared=6.359 de_lowest_ev=0.8283 multiplicity=5 orbital_gap_ha="0.2209 / 0.2079" e_homo_ev="-15.839 / -15.860"
I 0.0933 -2.5349 -2.3797
I -0.1154 2.4588 -2.2395
Co -0.0167 0.7066 -0.3205
P -2.0948 -0.0527 -0.3075
C -3.2025 1.3124 0.1792
C -2.8385 -0.6874 -1.8144
H -3.7898 -1.2142 -1.6281
H -3.5315 -1.7370 0.9031
H -2.1345 -1.4465 -2.2472
H -1.8156 -2.2624 0.7100
H -3.0732 2.1290 -0.5358
H -2.9450 0.1259 -2.5442
C -2.4757 -1.3960 0.9216
H -4.2530 1.0155 0.1719
H -2.2187 -1.0337 1.9286
H -2.9404 1.6769 1.1749
P 2.0754 0.0228 -0.2765
C 3.1353 1.4462 0.2044
C 2.5222 -1.3407 0.9206
H 2.2221 -1.3363 -2.2590
H 3.8749 -1.0482 -1.5704
H 3.0086 0.2913 -2.5094
C 2.9086 -0.5613 -1.8149
H 1.8806 -2.2162 0.6787
H 3.5862 -1.6596 0.9054
H 4.2016 1.1921 0.1850
H 2.8488 1.7766 1.2126
H 2.2377 -0.9954 1.9284
H 2.9582 2.2662 -0.5085
C -0.0305 2.2582 0.5353
O -0.0803 3.1906 1.2709
Se 0.0035 -0.3771 4.5702
C 0.0110 -0.0813 2.8639
N -0.0120 0.1116 1.6911

=====

Entry 3:
32
Properties=species:S:1:pos:R:3 method="wB97M-V/def2-TZVPD" de_lowest_ev=0.0000 orbital_gap_ha=0.3379 e_homo_ev=-9.379
C 1.1027 6.5501 -3.6665
Br 1.9836 6.8603 -5.3569
Br 1.2281 4.6891 -3.1722
Br -0.7003 7.1613 -3.6995
H 1.6660 7.0952 -2.9259
C 1.9440 1.9447 -0.6792
Br 0.1179 1.6446 -0.1733
Br 2.7719 0.2788 -1.1152
Br 2.9148 2.9041 0.6762
H 1.9416 2.5884 -1.5443
N -3.5666 1.0749 2.7450
C -2.2596 0.9741 2.8636
C -1.4992 -0.0181 2.2496
C -2.1507 -0.9313 1.4279
C -3.5138 -0.8108 1.2713
C -4.1757 0.1841 1.9692
H -1.7073 1.7352 3.4117
H -0.4229 0.0282 2.3204
H -1.5411 -1.6249 0.8543
H -4.0566 -1.4706 0.6073
H -5.2490 0.2961 1.8545
N 0.2735 -2.5964 -0.1233
C 0.1420 -3.7629 -0.7429
C 1.0553 -4.8056 -0.6439
C 2.1976 -4.5998 0.1069
C 2.3677 -3.3656 0.7087
C 1.4019 -2.4003 0.5351
H -0.7896 -3.9334 -1.2757
H 0.8133 -5.7554 -1.1009
H 2.9569 -5.3544 0.2723
H 3.2173 -3.1477 1.3415
H 1.5366 -1.4321 1.0044

=====

Copy entry 2 word for word.
34
Properties=species:S:1:pos:R:3 method="wB97M-V/def2-TZVPD" total_charge=+2 s_squared=6.359 de_lowest_ev=0.8283 multiplicity=5 orbital_gap_ha="0.2209 / 0.2079" e_homo_ev="-15.839 / -15.860"
I 0.0933 -2.5349 -2.3797
I -0.1154 2.4588 -2.2395
Co -0.0167 0.7066 -0.3205
P -2.0948 -0.0527 -0.3075
C -3.2025 1.3124 0.1792
C -2.8385 -0.6874 -1.8144
H -3.7898 -1.2142 -1.6281
H -3.5315 -1.7370 0.9031
H -2.1345 -1.4465 -2.2472
H -1.8156 -2.2624 0.7100
H -3.0732 2.1290 -0.5358
H -2.9450 0.1259 -2.5442
C -2.4757 -1.3960 0.9216
H -4.2530 1.0155 0.1719
H -2.2187 -1.0337 1.9286
H -2.9404 1.6769 1.1749
P 2.0754 0.0228 -0.2765
C 3.1353 1.4462 0.2044
C 2.5222 -1.3407 0.9206
H 2.2221 -1.3363 -2.2590
H 3.8749 -1.0482 -1.5704
H 3.0086 0.2913 -2.5094
C 2.9086 -0.5613 -1.8149
H 1.8806 -2.2162 0.6787
H 3.5862 -1.6596 0.9054
H 4.2016 1.1921 0.1850
H 2.8488 1.7766 1.2126
H 2.2377 -0.9954 1.9284
H 2.9582 2.2662 -0.5085
C -0.0305 2.2582 0.5353
O -0.0803 3.1906 1.2709
Se 0.0035 -0.3771 4.5702
C 0.0110 -0.0813 2.8639
N -0.0120 0.1116 1.6911